DFT (wB97M-V/def2-TZVPD) results for a cluster of 2 separate species, C6H12N2O in total.

```
21
C6H12N2O wB97M-V/def2-TZVPD
C -2.163 0.005 -0.901
C -1.562 1.011 0.025
C -1.786 2.332 0.183
N -0.825 2.798 1.090
C -0.145 1.649 1.516
N -0.535 0.604 0.894
H -3.231 0.212 -1.005
H -2.183 -0.968 -0.409
H -1.688 0.110 -1.875
H -2.318 3.121 -0.317
H -0.845 3.722 1.490
H 0.482 1.851 2.367
C 1.313 -2.488 -0.120
C 1.815 -1.109 -0.419
O 3.224 -1.192 -0.854
H 2.042 -2.931 0.577
H 1.308 -3.053 -1.053
H 0.339 -2.550 0.359
H 1.320 -0.704 -1.309
H 1.912 -0.351 0.352
H 3.524 -2.067 -0.592
```

Its HOMO energy is -8.8 eV. The molar mass is 128.2 g/mol. As for the spin multiplicity: 1. The energy relative to the best compared isomer or geometry (same formula, charge and spin) is 28.2 kcal per mole.

DFT (wB97M-V/def2-TZVPD) results for the molecule C6H12N2O.

```
21
C6H12N2O wB97M-V/def2-TZVPD
C 0.569 -3.592 -1.216
N 0.696 -2.453 -0.331
C 0.055 -1.245 -0.557
O -0.689 -0.999 -1.526
C 0.536 -0.212 0.326
C 0.111 1.116 0.375
C 0.932 1.978 1.350
N -0.702 1.855 -0.380
C -1.897 2.567 0.197
H 0.708 -4.534 -0.613
H -0.420 -3.490 -1.783
H 1.435 -3.772 -1.950
H 1.197 -2.653 0.538
H 1.339 -0.665 0.944
H 0.566 1.883 2.341
H 1.042 3.022 1.169
H 1.993 1.504 1.346
H -0.871 1.310 -1.262
H -2.776 2.008 0.313
H -2.077 3.379 -0.496
H -1.748 2.994 1.216
```

Its HOMO energy is -8.2 eV. The molar mass is 128.2 g/mol. As for the spin multiplicity: 1. The energy relative to the best compared isomer or geometry (same formula, charge and spin) is 37.4 kcal per mole.

DFT (wB97M-V/def2-TZVPD) results for a cluster of 2 separate species, C6H12N2O in total.

```
21
C6H12N2O wB97M-V/def2-TZVPD
H -0.738 1.026 1.416
N -1.521 0.383 1.437
C -1.504 -0.554 0.577
C -2.751 -1.400 0.546
N -0.382 -1.152 -0.100
H -3.500 -0.981 1.212
H -2.550 -2.403 0.929
H -3.196 -1.437 -0.447
H -0.413 -1.137 -1.114
H -0.192 -2.130 0.098
C 2.483 0.841 -1.310
C 1.385 0.519 -0.558
C 1.719 0.273 0.886
C 0.083 1.475 -1.067
O -0.696 1.085 -1.901
H 2.411 1.082 -2.361
H 3.386 1.263 -0.896
H 1.955 -0.788 1.002
H 2.671 0.702 1.193
H 1.021 0.769 1.557
H 0.327 2.564 -1.099
```

Its HOMO energy is -8.8 eV. The molar mass is 128.2 g/mol. As for the spin multiplicity: 1. The energy relative to the best compared isomer or geometry (same formula, charge and spin) is 107.9 kcal per mole.

DFT (wB97M-V/def2-TZVPD) results for the molecule C6H12N2O2S.

```
23
C6H12N2O2S wB97M-V/def2-TZVPD
O -0.338 1.717 -1.064
S -0.043 0.623 -0.159
O 0.141 0.879 1.259
N -1.189 -0.545 -0.460
C -2.547 -0.054 -0.566
C -3.620 -0.794 0.192
C -3.234 0.616 0.588
N 1.285 -0.285 -0.654
C 2.573 0.334 -0.416
C 3.719 -0.608 -0.221
C 3.179 0.157 0.937
H -1.045 -1.323 0.176
H -2.789 0.292 -1.590
H -3.276 -1.619 0.875
H -4.560 -0.980 -0.282
H -2.672 0.764 1.511
H -3.893 1.425 0.365
H 1.097 -0.531 -1.648
H 2.763 1.279 -0.964
H 4.665 -0.316 -0.653
H 3.502 -1.664 -0.267
H 3.707 0.997 1.343
H 2.577 -0.363 1.698
```

Its HOMO energy is -9.8 eV. The molar mass is 176.2 g/mol. As for the spin multiplicity: 1. The energy relative to the best compared isomer or geometry (same formula, charge and spin) is 47.9 kcal per mole.

DFT (wB97M-V/def2-TZVPD) results for a structure of composition C6H12N2O2S.

```
23
C6H12N2O2S wB97M-V/def2-TZVPD
C 1.457 -1.450 -0.978
C 1.596 -0.120 -1.012
C 0.852 -2.234 0.148
C -0.109 -0.174 0.947
C 1.139 2.094 -0.197
C -2.625 1.027 0.484
N 0.334 -1.425 1.246
N 1.384 0.705 0.058
O -2.058 -1.433 -0.337
O -1.058 0.457 -1.539
S -1.452 -0.132 -0.293
H 1.678 -2.023 -1.863
H 1.944 0.357 -1.923
H 0.014 -2.824 -0.248
H 1.575 -2.935 0.573
H -0.330 0.461 1.791
H 0.181 2.282 -0.693
H 1.184 2.634 0.748
H 1.928 2.469 -0.853
H -3.006 0.582 1.393
H -2.098 1.951 0.685
H -3.427 1.197 -0.225
H 0.897 -1.468 2.085
```

Its HOMO energy is -7.6 eV. The molar mass is 176.2 g/mol. As for the spin multiplicity: 1. The energy relative to the best compared isomer or geometry (same formula, charge and spin) is 68.7 kcal per mole.

DFT (wB97M-V/def2-TZVPD) results for a cluster of 2 separate species, C6H12N2O4 in total.

```
24
C6H12N2O4 wB97M-V/def2-TZVPD
O 4.032 -1.399 0.391
N 3.170 -1.080 -0.455
O 2.828 -1.955 -1.499
C 2.391 -0.039 -0.423
O 2.755 0.934 0.482
H 3.101 -2.868 -1.415
H 1.767 0.234 -1.263
H 3.392 0.536 1.082
C -0.476 0.185 2.399
N -0.886 -0.030 0.980
C -0.238 -1.014 0.176
C -0.755 -1.483 -1.001
O -1.825 -0.819 -1.638
C -2.592 0.005 -0.707
C -1.660 0.865 0.157
H -0.500 1.216 2.533
H -1.231 -0.278 2.964
H 0.540 -0.193 2.378
H 0.368 -1.572 0.908
H -0.403 -2.273 -1.582
H -3.319 -0.539 -0.168
H -3.291 0.476 -1.415
H -1.040 1.434 -0.499
H -2.201 1.607 0.869
```

Its HOMO energy is -7.3 eV. The molar mass is 176.2 g/mol. As for the spin multiplicity: 1. The energy relative to the best compared isomer or geometry (same formula, charge and spin) is 166.1 kcal per mole.

DFT (wB97M-V/def2-TZVPD) results for a cluster of 2 separate species, C6H12N2O4 in total.

```
24
C6H12N2O4 wB97M-V/def2-TZVPD
C 1.469 -0.445 -0.686
C 0.182 -0.917 -0.190
C 2.734 -0.783 0.103
C -1.769 0.377 0.441
C -2.866 -0.599 0.110
C -2.058 1.842 0.371
H 2.244 0.974 -1.835
H 2.059 1.390 -0.226
H 1.586 -1.087 -1.507
H 2.690 -1.899 0.436
H 3.756 -0.829 -0.438
H 2.995 -0.571 2.168
H -0.290 0.889 -0.636
H -1.589 0.242 1.526
H -3.173 2.006 0.711
H -2.070 2.118 -0.689
H -1.222 2.190 0.873
H -1.745 -2.007 -0.208
N 1.502 1.034 -1.110
N -0.679 0.062 -0.264
O -0.043 -2.068 0.301
O 3.010 0.121 1.052
O -4.097 -0.235 0.060
O -2.627 -1.802 -0.363
```

Its HOMO energy is -9.6 eV. The molar mass is 176.2 g/mol. As for the spin multiplicity: 1. The energy relative to the best compared isomer or geometry (same formula, charge and spin) is 101.6 kcal per mole.

DFT (wB97M-V/def2-TZVPD) results for the molecule C6H12N2O4S.

```
25
C6H12N2O4S wB97M-V/def2-TZVPD
N 1.863 2.415 -2.286
C 1.759 1.476 -1.251
C 1.341 2.336 0.063
O 1.396 1.462 1.321
C 0.635 0.365 -1.543
O 0.113 0.268 -2.668
N 0.169 -0.224 -0.379
C -0.599 -1.392 -0.086
C -0.021 -2.245 1.026
S 0.078 -1.207 2.508
C -2.018 -0.954 0.166
O -2.951 -1.774 0.709
O -2.326 0.307 -0.562
H 0.685 2.384 -2.702
H 2.478 1.984 -3.188
H 2.698 0.985 -1.024
H 2.245 2.955 0.321
H 0.393 2.886 -0.088
H 2.311 1.910 1.850
H 0.726 0.009 0.504
H -0.553 -2.182 -0.949
H -0.761 -3.041 1.078
H 0.938 -2.514 0.662
H -1.298 -1.329 2.797
H -1.778 0.292 -1.381
```

Its HOMO energy is -9.5 eV. The molar mass is 208.2 g/mol. As for the spin multiplicity: 1. The energy relative to the best compared isomer or geometry (same formula, charge and spin) is 111.3 kcal per mole.

DFT (wB97M-V/def2-TZVPD) results for the ion C6H12N2OS2 with charge +2.

```
23
C6H12N2OS2 wB97M-V/def2-TZVPD
C -3.877 -1.407 1.380
C -2.937 -0.647 0.813
C -1.512 -0.865 0.846
N -1.069 -2.082 1.570
C -0.630 -0.036 0.247
C 0.797 -0.165 0.181
C 1.573 0.706 -0.460
N 3.007 0.677 -0.623
S 0.967 2.460 -1.472
O 2.462 2.872 -1.982
S 2.991 2.796 -3.654
H -4.913 -1.154 1.261
H -3.705 -2.292 1.980
H -3.239 0.224 0.250
H -1.925 -2.484 1.999
H -0.394 -1.871 2.314
H -0.674 -2.789 0.935
H -1.032 0.831 -0.255
H 1.279 -1.010 0.664
H 3.525 0.704 0.268
H 3.335 -0.121 -1.184
H 3.236 1.565 -1.168
H 2.735 4.088 -3.911
```

As for the charge: +2. Its HOMO energy is -15.7 eV. The molar mass is 192.3 g/mol. As for the spin multiplicity: 1. The energy relative to the best compared isomer or geometry (same formula, charge and spin) is 0.0 kcal per mole.

DFT (wB97M-V/def2-TZVPD) results for a cluster of 2 separate species, C6H12N2S in total.

```
21
C6H12N2S wB97M-V/def2-TZVPD
C -0.387 -2.343 -0.488
C 0.533 -1.243 -0.810
C 1.783 -0.959 -0.256
N 2.455 -0.146 -1.149
C 1.602 0.066 -2.181
N 0.496 -0.559 -1.974
H -0.848 -2.732 -1.424
H -1.401 -2.081 0.053
H 0.154 -3.254 0.161
H 2.198 -1.201 0.769
H 3.425 0.101 -1.272
H 1.917 0.823 -2.868
C -1.498 0.765 2.400
S -2.214 2.212 1.721
C -1.233 2.288 0.212
H -1.739 -0.331 1.915
H -0.497 0.853 2.154
H -1.699 0.534 3.404
H -0.182 2.064 0.480
H -1.345 3.426 -0.211
H -1.520 1.715 -0.636
```

Its HOMO energy is -8.3 eV. The molar mass is 144.2 g/mol. As for the spin multiplicity: 1. The energy relative to the best compared isomer or geometry (same formula, charge and spin) is 46.3 kcal per mole.

DFT (wB97M-V/def2-TZVPD) results for a cluster of 2 separate species, C6H12N2S2 in total.

```
22
C6H12N2S2 wB97M-V/def2-TZVPD
C -2.892 -0.735 -0.889
C -1.804 0.032 -1.562
C -1.737 1.319 -2.056
N -0.502 1.586 -2.599
C 0.188 0.469 -2.441
N -0.558 -0.493 -1.821
H -3.780 -0.086 -0.805
H -2.590 -1.051 0.123
H -3.165 -1.632 -1.471
H -2.528 2.069 -2.044
H 1.219 0.300 -2.752
H -0.245 -1.439 -1.589
C 3.316 -1.057 2.386
S 1.952 -1.431 1.263
S 0.368 -0.563 2.209
C 0.473 1.146 1.637
H 4.224 -1.527 1.970
H 3.135 -1.471 3.392
H 3.493 0.028 2.478
H 1.407 1.636 1.960
H 0.405 1.208 0.538
H -0.380 1.693 2.073
```

Its HOMO energy is -8.5 eV. The molar mass is 176.3 g/mol. As for the spin multiplicity: 1. The energy relative to the best compared isomer or geometry (same formula, charge and spin) is 0.0 kcal per mole.

DFT (wB97M-V/def2-TZVPD) results for the ion C6H12N3 with charge +1.

```
21
C6H12N3 wB97M-V/def2-TZVPD
C -2.946 0.609 -0.306
C -1.591 0.499 -0.257
N -0.884 1.679 -0.010
N 0.309 1.534 0.110
C 1.353 0.804 0.188
C 2.286 0.691 -0.915
C 1.785 0.299 1.453
N -0.701 -0.578 -0.309
C -1.315 -1.882 -0.020
H -3.510 -0.392 -0.459
H -3.375 1.563 -0.202
H 1.885 1.366 -1.825
H 2.297 -0.428 -1.184
H 3.299 1.022 -0.706
H 2.052 -0.697 1.470
H 1.011 0.325 2.203
H 2.615 0.979 1.719
H -0.076 -0.575 -1.168
H -1.365 -2.158 0.990
H -2.360 -1.849 -0.258
H -0.770 -2.812 -0.516
```

As for the charge: +1. Its HOMO energy is -13.4 eV. The molar mass is 126.2 g/mol. As for the spin multiplicity: 1. The energy relative to the best compared isomer or geometry (same formula, charge and spin) is 118.7 kcal per mole.

Computed DFT total energy (eV) in order:
-11443.4497 -11443.0506 -11439.9934 -24324.8889 -24323.9876 -17580.5088 -17583.3040 -28418.0302 -33094.4324 -20230.1570 -31067.5966 -10876.1707